1.
8
Properties=species:S:1:pos:R:3:forces:R:3 method="wB97M-V/def2-TZVPD" lumo_energy_ev="-7.4919 / -7.1049" spin_multiplicity=2 gap_ev="4.136 / 8.299" e_above_lowest_kj_mol=237.0 total_charge=+1
C 0.034 0.986 1.114 7.8 2.9 0.5
C -0.537 0.567 -0.093 0.0 -6.6 -3.8
O 0.080 -0.233 -0.899 -2.1 2.8 1.9
O 1.367 0.712 1.386 -8.4 1.4 -0.7
H -0.556 2.013 1.024 1.7 -0.7 2.7
Ag 1.167 -2.916 -2.293 0.0 -0.1 -0.1
Li 0.065 -1.893 -0.025 0.4 -0.2 0.0
H -1.620 0.763 -0.215 0.5 0.5 -0.6

***

2.
34
Properties=species:S:1:pos:R:3:forces:R:3 method="wB97M-V/def2-TZVPD" lumo_energy_ev="-9.5197 / -11.6445" spin_multiplicity=4 gap_ev="4.821 / 2.692" total_charge=+2
Pt -17.287 -8.674 -25.668 -0.8 0.2 -2.8
F -18.308 -7.312 -26.886 0.5 -1.4 1.2
Br -16.410 -3.370 -24.745 0.5 -0.1 -0.4
C -17.097 -4.708 -25.998 -1.1 1.0 0.4
C -18.099 -3.987 -27.016 1.2 -1.0 1.0
Br -19.529 -3.029 -26.110 0.0 -0.3 0.0
H -17.541 -5.371 -25.255 -0.9 0.0 -0.5
H -16.293 -5.317 -26.412 0.1 0.7 -0.6
H -18.566 -4.721 -27.673 0.1 0.1 0.0
H -17.581 -3.214 -27.583 0.1 -0.3 0.0
C -21.506 -7.617 -28.089 -2.1 4.6 2.2
O -21.594 -8.310 -29.105 -0.2 -1.3 -1.2
N -22.346 -6.614 -27.726 0.9 -2.4 0.0
C -22.019 -5.769 -26.620 2.2 1.4 0.7
C -23.664 -6.364 -28.234 -1.6 -1.2 -1.7
H -20.610 -7.666 -27.451 0.4 -0.3 -0.3
H -20.944 -5.849 -26.460 0.0 -0.4 0.7
H -22.609 -5.868 -25.709 -0.1 -0.5 -0.3
H -22.018 -4.724 -26.929 -0.6 0.0 -0.2
H -23.798 -6.984 -29.121 -0.1 0.6 -0.4
H -24.470 -6.742 -27.606 0.4 -0.1 0.8
H -23.924 -5.317 -28.387 0.7 0.0 -0.3
C -18.050 -10.388 -28.216 0.3 -2.1 -1.8
O -17.135 -10.131 -27.413 1.1 2.0 3.1
N -17.762 -11.321 -29.145 -3.7 2.8 2.0
C -18.809 -11.934 -29.950 0.5 -0.3 -1.1
C -16.512 -11.939 -29.203 2.4 -0.9 0.1
H -19.032 -9.898 -28.121 0.3 -0.5 -0.5
H -18.416 -11.818 -30.960 -0.5 -0.4 -0.3
H -19.820 -11.530 -29.911 0.3 0.5 0.4
H -18.862 -12.990 -29.687 0.0 0.0 -0.1
H -16.162 -12.013 -30.232 -0.2 -0.1 -0.1
H -15.745 -11.404 -28.644 -0.3 0.1 -0.1
H -16.568 -12.940 -28.775 0.0 -0.1 -0.1

***

3.
11
Properties=species:S:1:pos:R:3:forces:R:3 method="wB97M-V/def2-TZVPD" lumo_energy_ev=0.9504 smiles="[H]/N=C(/N)ON=C" spin_multiplicity=1 gap_ev=10.379 e_above_lowest_kj_mol=249.4 total_charge=0
C -0.077 -0.919 -0.542 0.1 -0.5 -0.6
C 0.498 2.061 1.047 0.6 -0.2 -0.6
H -2.003 -1.390 -0.087 0.2 0.0 -0.1
H -1.149 -2.618 -0.913 0.1 1.1 0.1
H 1.719 -0.588 -0.858 0.2 -0.2 0.1
H 1.319 2.745 1.300 -0.2 -0.6 -0.1
H -0.505 2.351 1.306 -0.4 -0.1 0.1
N -1.256 -1.608 -0.735 -0.2 -0.6 0.4
N 1.032 -1.330 -0.976 0.0 0.4 0.1
N 0.777 1.010 0.381 0.3 0.8 0.5
O -0.357 0.288 0.076 -0.6 -0.1 0.2

***

4.
9
Properties=species:S:1:pos:R:3:forces:R:3 method="wB97M-V/def2-TZVPD" lumo_energy_ev="2.2192 / 2.3436" spin_multiplicity=1 gap_ev="5.412 / 5.729" e_above_lowest_kj_mol=171.6 total_charge=-1
C 0.250 -0.238 0.843 -2.9 -1.0 0.1
N 1.251 0.549 0.399 3.2 1.1 -1.6
O -0.372 0.054 1.832 0.6 -1.2 -0.1
O 0.030 -1.399 0.116 -0.5 0.3 1.9
O 2.331 -0.989 -1.412 -0.1 -0.1 -0.2
S -0.954 1.664 -0.958 -0.3 0.1 -0.3
S 2.365 0.232 -0.612 -0.7 0.5 0.9
H 0.107 -1.223 -0.817 0.3 0.3 -0.6
H -2.192 1.653 -0.401 0.4 -0.1 -0.1

***

5.
12
Properties=species:S:1:pos:R:3:forces:R:3 method="wB97M-V/def2-TZVPD" lumo_energy_ev=-1.1463 spin_multiplicity=1 gap_ev=8.849 e_above_lowest_kj_mol=623.5 total_charge=0
C -1.198 -0.846 0.068 1.3 1.0 1.7
C -1.114 0.744 -0.124 -3.1 0.6 3.5
C 0.413 0.645 0.188 0.0 1.7 -3.3
C 0.466 -0.746 0.038 0.3 -2.0 0.0
H -1.510 -1.170 1.170 0.6 0.8 -2.5
H -1.895 -1.242 -0.683 1.0 -0.7 0.1
H -1.497 1.165 -1.043 1.0 -0.5 -0.8
H -2.124 1.347 0.549 3.7 -1.6 -1.0
N 1.479 1.448 -0.121 -0.9 -3.1 2.9
N 2.612 0.709 0.151 -0.3 0.7 -2.1
N 2.681 -0.597 -0.023 0.6 -0.2 1.3
N 1.686 -1.457 -0.169 -4.1 3.4 0.2

***

6.
82
Properties=species:S:1:pos:R:3:forces:R:3 method="wB97M-V/def2-TZVPD" lumo_energy_ev="-8.1925 / -7.5888" spin_multiplicity=2 gap_ev="4.738 / 5.396" e_above_lowest_kj_mol=496.1 total_charge=+2
Ir -0.193 -0.213 -0.027 1.2 0.4 -0.5
C 2.885 -3.445 -1.029 0.2 0.2 0.1
C 1.711 -2.764 -0.698 -0.2 -0.6 -0.1
N 1.692 -1.492 -0.364 -1.4 0.5 0.3
C 2.844 -0.803 -0.298 0.9 0.2 -0.1
C 4.076 -1.394 -0.659 -0.6 0.2 0.2
C 4.071 -2.749 -1.030 -0.3 0.0 0.0
C 5.261 -0.609 -0.614 0.2 0.4 0.1
C 5.235 0.676 -0.188 0.2 -0.4 -0.2
C 4.024 1.279 0.256 -0.6 -0.3 0.1
C 3.968 2.578 0.786 -0.3 0.0 0.1
C 2.773 3.050 1.275 0.2 -0.2 0.0
C 1.638 2.235 1.204 -0.2 0.5 0.2
N 1.657 1.042 0.650 -1.3 -0.4 -0.4
C 2.821 0.539 0.198 0.8 0.0 -0.2
H 2.848 -4.494 -1.276 -0.1 0.0 0.0
H 0.761 -3.278 -0.711 0.0 0.0 0.0
H 4.999 -3.230 -1.300 0.1 -0.1 0.0
H 6.183 -1.069 -0.930 0.2 0.0 0.0
H 6.136 1.268 -0.160 0.1 0.0 0.0
H 4.865 3.179 0.822 0.1 0.1 0.0
H 2.703 4.026 1.727 -0.1 0.1 0.0
H 0.691 2.570 1.607 -0.1 0.0 -0.1
Br 0.514 -1.406 2.648 -0.5 0.3 -0.7
C -1.314 -1.315 3.208 -0.1 -0.2 0.9
C -1.558 -1.554 4.542 0.6 0.1 -0.8
C -2.868 -1.550 5.012 -0.8 0.2 -0.3
C -3.899 -1.281 4.146 0.5 -0.2 0.4
C -3.661 -1.022 2.781 0.2 0.1 -0.4
C -4.725 -0.729 1.907 0.0 0.1 -0.6
C -4.493 -0.531 0.567 -0.4 -0.2 0.8
C -3.192 -0.598 0.058 1.3 -0.2 -0.1
C -2.092 -0.812 0.880 -0.5 0.7 -1.8
C -2.325 -1.045 2.263 1.0 -0.1 0.3
H -0.742 -1.753 5.218 0.1 0.0 0.0
H -3.059 -1.759 6.051 0.0 0.0 0.1
H -4.918 -1.277 4.500 -0.1 0.0 0.0
H -5.726 -0.654 2.308 0.0 -0.1 0.0
H -5.321 -0.323 -0.096 0.0 0.0 -0.1
H -3.060 -0.450 -1.009 0.1 0.1 0.0
S -0.106 -1.219 -2.641 0.5 0.2 2.0
C -1.484 -1.245 -3.636 -1.0 0.0 -0.2
N -1.789 -0.372 -4.580 0.3 -0.3 0.3
C -2.909 -0.825 -5.391 -0.4 0.0 -0.4
C -3.301 -2.163 -4.721 -0.5 -0.1 -0.3
N -2.353 -2.252 -3.624 0.1 0.1 0.0
H -1.260 0.478 -4.734 0.1 0.1 0.2
H -2.593 -0.970 -6.427 -0.1 0.1 0.1
H -3.723 -0.097 -5.374 0.1 -0.1 0.0
H -3.183 -3.013 -5.398 0.0 0.1 0.1
H -4.326 -2.160 -4.344 0.1 0.0 -0.1
H -2.249 -3.066 -3.045 0.2 0.0 0.1
O -1.380 1.953 0.704 0.2 -0.7 0.6
C -1.275 2.341 -0.460 -0.2 0.7 -0.5
N -1.695 3.495 -0.989 -0.1 0.0 0.2
C -1.243 3.628 -2.361 0.1 -0.4 -0.5
C -0.600 2.210 -2.575 0.1 0.7 -1.2
O -0.192 1.785 -3.634 0.2 0.1 -0.1
N -0.675 1.566 -1.414 0.1 -1.9 2.8
C -2.371 3.741 -3.370 -0.5 0.1 0.1
C -3.666 4.013 -2.941 0.3 0.0 -0.2
C -4.676 4.169 -3.873 -0.2 0.0 -0.1
C -4.415 4.018 -5.226 -0.1 0.0 0.0
C -3.125 3.744 -5.655 -0.1 0.0 0.1
C -2.106 3.612 -4.731 0.1 0.0 0.0
C -0.292 4.801 -2.515 0.2 0.2 0.1
C -0.577 5.963 -1.795 0.1 -0.2 -0.3
C 0.205 7.091 -1.946 0.0 0.1 0.0
C 1.281 7.083 -2.819 0.0 -0.1 0.0
C 1.562 5.936 -3.545 0.1 0.2 0.1
C 0.786 4.798 -3.393 -0.1 -0.2 0.1
H -2.103 4.233 -0.439 0.1 -0.1 0.0
H -3.884 4.122 -1.888 -0.1 0.0 0.0
H -5.669 4.420 -3.533 -0.1 0.0 0.0
H -5.214 4.103 -5.945 -0.1 0.1 -0.1
H -2.910 3.643 -6.707 0.0 0.0 -0.1
H -1.106 3.389 -5.069 0.1 0.1 0.0
H -1.432 6.012 -1.139 -0.1 0.1 0.1
H -0.042 7.982 -1.391 0.0 0.1 0.1
H 1.900 7.960 -2.926 0.0 0.1 -0.1
H 2.389 5.929 -4.237 0.1 0.0 -0.1
H 1.035 3.906 -3.949 -0.1 -0.1 -0.1

***

7.
11
Properties=species:S:1:pos:R:3:forces:R:3 method="wB97M-V/def2-TZVPD" lumo_energy_ev=-0.5432 spin_multiplicity=1 gap_ev=8.370 e_above_lowest_kj_mol=606.7 total_charge=0
C 2.308 -0.137 -0.200 0.6 1.8 -0.5
C -0.920 -1.185 -1.182 -0.3 -1.7 -0.9
C -1.728 -0.556 -0.012 2.8 1.8 -0.1
C -0.035 -0.263 -0.894 3.0 2.0 -1.9
C 1.762 0.636 -1.265 -4.9 -1.6 -1.6
N 2.731 -0.566 0.768 0.5 -0.9 0.9
N -0.817 0.394 0.168 -2.9 -0.9 1.6
H -1.058 -2.048 -1.826 0.2 0.3 0.1
H -2.627 -0.850 0.529 0.1 0.5 0.0
H 2.055 0.496 -2.346 -0.1 -0.4 1.5
H 1.330 1.658 -1.170 0.9 -0.8 0.8

***

8.
81
Properties=species:S:1:pos:R:3:forces:R:3 method="wB97M-V/def2-TZVPD" lumo_energy_ev=-2.4197 spin_multiplicity=1 gap_ev=7.062 e_above_lowest_kj_mol=32.7 total_charge=+1
Y 0.209 -0.106 -0.015 -0.7 1.0 1.1
Br 6.123 -1.561 -4.302 0.0 0.0 0.0
C 4.884 -0.887 -3.035 0.1 0.0 -0.1
C 4.606 0.484 -3.006 0.0 -0.1 0.0
C 3.714 0.987 -2.090 0.0 0.0 0.0
C 3.038 0.149 -1.177 0.2 0.0 0.1
O 2.198 0.649 -0.318 0.3 0.2 -0.4
C 3.331 -1.240 -1.226 0.0 0.0 0.0
C 2.726 -2.186 -0.326 0.1 0.1 0.1
N 1.708 -1.951 0.426 0.0 -0.1 -0.1
C 1.183 -2.952 1.269 0.0 -0.1 0.1
C 1.386 -4.299 1.120 0.0 0.0 -0.1
C 0.803 -5.232 1.998 0.0 0.0 0.0
C 0.000 -4.818 3.018 0.0 0.0 0.0
C -0.268 -3.440 3.182 0.0 0.1 0.0
C -1.134 -2.959 4.186 0.0 0.0 0.0
C -1.390 -1.623 4.273 0.0 0.0 0.0
C -0.778 -0.765 3.345 0.0 0.0 0.0
N 0.044 -1.161 2.401 -0.1 -0.1 0.1
C 0.316 -2.498 2.308 0.1 0.0 0.0
C 4.270 -1.731 -2.151 0.0 0.0 0.0
H 5.105 1.144 -3.703 0.0 0.0 0.0
H 3.500 2.048 -2.048 0.0 0.0 0.0
H 3.202 -3.168 -0.308 0.0 0.0 0.1
H 1.982 -4.670 0.297 0.0 0.0 0.0
H 0.992 -6.286 1.845 0.0 0.0 0.0
H -0.460 -5.528 3.694 0.0 0.0 0.0
H -1.593 -3.663 4.870 0.0 0.0 0.0
H -2.051 -1.216 5.025 0.0 0.0 0.0
H -0.993 0.298 3.391 0.0 0.0 0.0
H 4.491 -2.791 -2.170 0.0 0.0 0.0
N -2.372 0.775 0.171 0.1 -0.1 0.0
C -3.064 -0.091 -0.800 0.0 0.0 0.1
C -4.591 0.010 -0.658 0.0 -0.1 0.0
C -5.483 -0.806 -1.599 0.0 0.0 0.0
C -5.240 -0.608 -3.094 -0.1 0.0 0.0
N -4.081 -1.394 -3.489 0.1 -0.1 0.2
C -3.580 -1.461 -4.696 0.0 0.0 0.0
N -4.156 -0.801 -5.721 0.0 -0.1 0.0
N -2.476 -2.181 -4.916 0.2 0.0 0.0
C -2.494 -1.522 -0.621 0.0 0.0 0.0
O -2.976 -2.444 -1.299 -0.1 0.1 -0.2
O -1.552 -1.622 0.209 -0.1 -0.2 -0.1
H -2.694 0.517 1.100 0.0 0.0 0.0
H -2.624 1.745 0.019 0.1 0.0 0.0
H -2.762 0.244 -1.797 0.0 0.0 0.0
H -4.857 1.068 -0.758 0.0 0.0 0.0
H -4.848 -0.275 0.368 0.0 0.0 0.0
H -6.521 -0.536 -1.394 0.0 0.0 0.0
H -5.382 -1.867 -1.370 -0.1 0.0 0.0
H -5.076 0.448 -3.334 0.0 0.0 0.0
H -6.126 -0.944 -3.642 0.0 0.0 0.0
H -3.605 -1.900 -2.699 0.0 -0.1 0.1
H -5.095 -0.460 -5.619 0.0 0.0 0.0
H -3.837 -0.970 -6.659 0.0 0.0 0.0
H -1.917 -2.502 -4.136 0.0 0.0 0.1
H -2.036 -2.180 -5.818 0.0 0.0 0.0
C 0.541 3.148 3.401 0.0 0.0 0.0
C 0.038 4.343 2.916 0.0 0.0 0.0
C -0.242 4.449 1.565 0.0 0.0 0.0
C -0.039 3.349 0.740 0.1 0.0 -0.1
N 0.334 2.162 1.231 0.0 -0.1 0.1
C 0.660 2.086 2.522 0.0 0.0 0.0
C -0.102 3.474 -0.743 0.0 0.0 0.0
C 0.257 4.679 -1.338 0.0 0.0 0.0
C 0.296 4.765 -2.719 0.0 0.0 0.0
C -0.031 3.643 -3.460 0.0 0.1 0.0
C -0.378 2.487 -2.782 -0.1 -0.1 0.0
N -0.414 2.386 -1.455 0.3 0.0 0.2
H 0.825 3.033 4.438 0.0 0.0 0.0
H -0.110 5.189 3.574 0.0 0.0 0.0
H -0.610 5.378 1.152 0.0 0.0 0.0
H 1.038 1.128 2.859 0.0 0.0 0.0
H 0.540 5.525 -0.728 0.0 0.0 0.0
H 0.591 5.686 -3.203 0.0 0.0 0.0
H -0.004 3.655 -4.540 0.0 0.0 0.0
H -0.640 1.593 -3.334 0.1 0.0 0.0
Cl 0.229 -2.392 -2.352 -0.1 -0.2 -0.4
C 0.075 -0.559 -2.307 -0.1 -0.5 -1.0
H -0.851 -0.378 -2.865 0.0 0.0 0.0
H 0.894 -0.212 -2.943 0.0 0.0 0.0